# 1
10
Properties=species:S:1:pos:R:3:forces:R:3:lowdin_charge:R:1 method="wB97M-V/def2-TZVPD" charge=-1 de_lowest_kcal_mol=9.28 gap_ev=6.980 energy_ev=-42098.3005
Cl -1.8778 -0.7794 1.1615 0.231 0.562 -0.630 0.373
Cl -1.5083 -0.0693 -1.7217 -0.097 0.196 0.327 0.463
S 0.9027 -1.8033 -0.2251 -0.494 0.476 -0.848 0.651
O 1.5287 -1.5113 -1.5280 -0.360 0.045 0.403 -0.566
O 1.8289 -1.6135 0.8886 -0.145 0.392 0.366 -0.545
C -0.1420 1.2199 0.2762 -2.716 0.977 2.320 -0.269
C -0.7495 -0.0549 -0.1128 0.037 -2.308 0.642 -1.280
H 0.2109 1.1568 1.2929 1.018 -0.643 0.161 0.060
H -0.7483 2.1643 0.4308 -0.068 -0.820 -1.065 0.086
H 0.5546 1.2907 -0.4623 2.593 1.123 -1.676 0.028



# 2
8
Properties=species:S:1:pos:R:3:forces:R:3:lowdin_charge:R:1 method="wB97M-V/def2-TZVPD" de_lowest_kcal_mol=84.22 gap_ev=10.395 energy_ev=-10405.5311
F 1.0216 0.4291 1.6950 -0.240 0.028 1.090 0.088
O 0.2707 -1.3866 -1.1350 -0.796 -3.128 0.606 -0.006
O -2.3369 0.7683 0.5850 -1.946 -0.569 1.583 0.113
N 0.4406 -1.1687 0.1734 0.624 2.939 3.389 0.011
C -1.4935 1.0207 -0.0837 1.061 0.880 -1.764 0.002
C 0.6989 0.0905 0.4796 0.696 -4.615 -1.308 -0.333
H 0.9787 0.8137 -0.2394 0.043 0.892 -0.724 0.108
H 0.4200 -0.5668 -1.4749 0.558 3.573 -2.873 0.016



# 3
153
Properties=species:S:1:pos:R:3:forces:R:3:lowdin_charge:R:1 method="wB97M-V/def2-TZVPD" gap_ev=7.870 energy_ev=-188168.9411
S 5.7531 2.0848 5.2193 0.029 0.072 0.090 0.813
S -2.3238 -8.2933 -9.3629 -0.032 -0.029 0.037 0.807
S -0.3176 -4.4195 -7.5744 -0.129 -0.056 -0.051 0.777
S 2.8973 -2.3485 4.0240 -0.069 -0.018 0.018 0.799
S 7.4512 5.3791 8.1015 -0.023 0.006 0.018 0.802
S 2.2209 5.3999 -5.2433 0.031 0.026 0.019 0.815
S 0.3700 4.2168 4.0891 0.022 -0.078 -0.098 0.784
S -1.9103 -3.2325 -3.8741 -0.150 0.094 -0.095 0.816
S -3.8578 -6.3958 -0.8711 -0.072 0.003 0.066 0.815
S -5.4828 -4.0716 4.0634 -0.007 0.097 0.072 0.817
P -1.6201 -1.0073 1.1609 0.420 -1.085 -0.381 1.062
F 2.0607 0.5364 -0.2506 0.091 -0.058 -0.006 -0.047
O 1.4716 -2.6952 4.2911 -0.013 -0.088 0.019 -0.558
O -3.8428 2.5522 1.2044 -0.340 0.070 -0.341 0.088
O 0.7897 5.2236 -4.8818 -0.135 -0.082 0.053 -0.557
O -1.4487 -2.3116 -4.9626 0.128 -0.011 0.023 -0.579
O -1.9360 -7.2730 -10.3751 -0.014 0.026 -0.002 -0.555
O 7.7400 4.7398 6.7910 -0.026 -0.013 -0.102 -0.567
O -4.4639 -4.2820 2.9988 -0.037 -0.066 0.002 -0.556
O -3.4596 -5.4637 -1.9620 0.145 0.001 -0.038 -0.568
O -2.9718 1.0512 -0.0665 -0.135 -0.082 0.406 -0.117
O 0.7033 -5.4937 -7.7646 0.092 0.048 0.010 -0.554
O -0.9244 0.3887 -1.0043 0.097 0.022 0.000 -0.118
O 1.2299 5.0634 4.9579 0.015 0.006 0.051 -0.558
O 4.6708 1.0888 5.4786 -0.003 0.033 -0.054 -0.571
N -1.0107 8.3478 0.3473 -0.096 -0.134 -0.072 0.004
N -3.0529 2.4153 0.3603 0.496 -0.082 0.276 -0.001
N -1.1160 3.7182 -2.5248 -0.424 -0.207 -0.581 -0.038
C -0.8987 -4.7053 -4.0070 0.134 -0.152 0.044 -0.273
C 3.0565 5.9542 -3.7524 0.046 -0.006 0.040 -0.268
C -0.3622 1.5640 -1.5916 0.137 0.177 -0.417 -0.302
C 0.3936 -0.0466 2.8256 -0.997 -0.120 -0.285 -0.154
C -1.1823 -2.6330 -2.3532 0.070 -0.091 0.123 -0.268
C 0.5629 -2.8621 -7.4994 0.036 0.069 -0.041 -0.266
C 0.9524 1.1706 -2.2707 -0.031 0.146 0.316 -0.101
C -3.1109 -5.7850 0.6364 0.118 0.008 -0.016 -0.272
C 7.6958 4.1128 9.3528 -0.013 -0.039 0.050 -0.270
C -2.2310 5.4095 -0.9658 -0.140 -0.606 -0.020 -0.179
C -1.2811 -9.7291 -9.6462 0.062 -0.027 -0.022 -0.273
C -1.1725 5.1074 3.8481 -0.055 0.014 0.017 -0.267
C -0.9009 5.3614 -0.2182 0.016 0.508 0.213 -0.217
C -0.3163 2.9213 5.1273 -0.034 -0.047 0.052 -0.264
C -0.3257 7.8130 -0.8412 -0.068 0.034 0.010 -0.296
C -7.0723 -3.9566 3.2362 -0.051 -0.031 -0.019 -0.261
C -2.3094 4.5288 -2.2493 0.227 0.499 -0.017 -0.193
C -4.3047 -0.6872 2.2472 0.205 -0.321 0.123 -0.136
C -1.3211 2.2674 -2.5759 0.197 -0.190 0.368 -0.143
C -2.8245 -7.8586 -1.0326 0.044 -0.025 -0.015 -0.272
C -1.0934 -4.1500 -9.1702 0.006 0.050 -0.045 -0.248
C -5.7683 -5.6718 4.8264 -0.027 -0.055 0.003 -0.267
C -1.5600 -7.8052 -7.8151 0.013 -0.047 0.074 -0.278
C -1.1169 -0.4052 2.8203 -0.077 0.694 -0.093 -0.411
C -3.3713 -1.5312 1.3613 -0.327 0.651 0.149 -0.405
C 5.6619 5.4537 8.2553 -0.043 -0.005 0.014 -0.270
C 6.4629 1.6602 3.6247 0.007 0.014 -0.070 -0.263
C -1.6097 0.5850 0.1705 -0.390 0.369 0.215 -0.497
C 3.8118 -3.8944 4.0870 0.067 -0.020 0.040 -0.271
C 2.9513 3.7585 -5.2740 0.034 -0.042 0.006 -0.263
C 3.5374 -1.6507 5.5411 0.030 -0.173 0.106 -0.278
C 0.1561 6.3781 -0.6642 0.259 -0.059 0.033 -0.198
C 2.1490 1.3617 -1.3656 -0.124 0.281 -0.105 -0.202
C 4.9458 3.5923 4.6779 0.020 0.042 -0.030 -0.258
H -0.1607 -2.0492 -7.4682 -0.012 -0.016 0.071 0.051
H 4.8797 -3.6830 4.0316 0.001 -0.003 -0.010 0.051
H -1.8569 8.8293 0.0706 0.066 0.128 0.056 0.062
H -3.5856 -4.8407 0.8870 -0.044 -0.019 0.014 0.017
H -5.0324 -1.3412 2.7341 -0.157 0.071 -0.146 0.039
H 4.1322 5.9800 -3.9265 -0.002 0.012 -0.003 0.054
H 3.0957 1.1706 -1.8763 -0.017 -0.207 0.043 0.114
H -4.8602 -5.9466 5.3588 0.011 0.024 -0.007 0.051
H -5.9850 -6.4077 4.0521 0.008 0.019 -0.018 0.058
H 5.6637 1.5597 2.8899 -0.021 -0.002 0.026 0.057
H -3.8072 -1.6070 0.3623 0.126 -0.139 -0.055 0.078
H -0.9496 5.9906 3.2523 0.028 -0.002 0.013 0.038
H -7.0735 -3.0352 2.6572 0.024 0.004 0.006 0.046
H 2.5160 3.2207 -6.1136 -0.016 0.016 -0.002 0.054
H -4.8143 0.0774 1.6688 -0.043 0.037 0.070 0.052
H -1.3739 -1.1653 3.5583 0.079 -0.136 -0.092 0.085
H -0.7793 3.3681 6.0072 0.016 0.039 -0.014 0.059
H 0.5433 8.4445 -1.0454 0.012 -0.024 -0.072 0.098
H 3.3183 -2.3226 6.3721 -0.051 -0.055 -0.067 0.061
H 1.1454 -2.8588 -6.5813 -0.036 -0.008 0.022 0.048
H 7.3751 4.4938 10.3224 0.010 0.004 0.001 0.053
H 4.2541 3.3609 3.8678 -0.010 -0.027 0.017 0.058
H -2.5036 6.4299 -1.2355 0.084 0.062 0.093 0.090
H 0.9622 6.3779 0.0787 -0.010 -0.033 0.010 0.110
H -3.2912 -6.4944 1.4434 -0.022 0.027 0.019 0.054
H -1.4437 -10.4553 -8.8498 -0.010 0.000 -0.003 0.051
H -1.5722 5.4043 4.8176 0.025 -0.002 0.010 0.060
H -2.4582 5.1979 -3.1005 -0.035 -0.022 -0.006 0.111
H -1.6392 -1.6833 -2.0904 -0.027 0.031 -0.070 0.028
H -1.1059 5.5261 0.8456 -0.004 -0.020 -0.009 0.075
H 7.1685 2.4364 3.3294 0.011 -0.006 0.013 0.056
H -0.2386 -9.4131 -9.6762 -0.010 0.029 -0.001 0.060
H -0.1245 2.3010 -0.8164 -0.177 -0.125 0.194 0.124
H 0.8862 0.1360 -2.6118 -0.016 0.032 -0.125 0.127
H -3.0041 5.0690 -0.2732 -0.031 0.016 -0.025 0.083
H 4.6080 -1.4841 5.4446 -0.003 0.087 -0.005 0.044
H 0.5025 2.2702 5.4279 0.026 0.013 -0.035 0.052
H 1.0906 1.8292 -3.1324 0.079 -0.099 -0.078 0.106
H -1.0459 2.3473 4.5550 0.014 -0.007 -0.008 0.039
H -2.0410 -5.6378 0.4828 -0.007 -0.018 -0.050 0.064
H 6.9860 0.7129 3.7385 -0.004 0.000 0.022 0.047
H -1.6688 -5.0396 -9.4231 0.052 -0.029 -0.016 0.019
H -0.4575 4.3698 -0.2855 -0.103 -0.057 -0.025 0.081
H 0.1523 -4.4139 -4.0441 -0.015 0.044 -0.040 0.061
H 0.4757 1.0397 2.7831 0.375 -0.015 0.025 0.052
H -6.5977 -5.5936 5.5290 0.008 0.004 0.009 0.054
H 3.5095 -4.4923 3.2298 -0.022 0.024 -0.007 0.047
H 2.1661 2.3945 -1.0013 0.028 -0.022 0.048 0.117
H 7.1293 3.2232 9.0780 0.001 0.011 -0.032 0.058
H -1.1302 1.3610 0.7864 0.154 -0.013 -0.094 0.116
H 5.3966 5.7996 9.2541 0.000 0.011 -0.004 0.053
H 2.8112 5.2795 -2.9317 -0.027 -0.007 -0.015 0.049
H 0.6156 6.0550 -1.6034 -0.110 -0.009 -0.054 0.092
H 4.0295 3.8432 -5.4098 -0.003 0.000 -0.011 0.055
H 3.5687 -4.4177 5.0116 -0.025 0.021 0.003 0.055
H 3.0484 -0.6928 5.6892 0.051 0.042 -0.028 0.032
H -3.2069 3.9091 -2.1958 0.061 -0.119 0.008 0.100
H -1.7503 -3.2826 -9.1004 -0.001 -0.004 0.018 0.059
H -7.1972 -4.8130 2.5737 0.029 0.001 -0.004 0.060
H 8.7587 3.8827 9.3813 0.004 0.016 -0.018 0.049
H -1.3680 -3.3574 -1.5599 -0.044 -0.001 -0.017 0.041
H 2.6959 6.9561 -3.5283 -0.018 -0.002 -0.016 0.050
H -0.7703 4.0098 -3.4286 0.284 0.126 0.096 0.075
H 1.2180 -2.7845 -8.3677 -0.005 -0.042 -0.004 0.056
H -1.7362 -8.5788 -7.0668 -0.026 -0.006 -0.015 0.055
H -1.1211 1.8897 -3.5821 -0.117 -0.058 -0.016 0.127
H 5.7046 4.3062 4.3588 0.011 0.008 0.047 0.057
H -2.3409 1.9804 -2.3183 -0.042 0.134 -0.013 0.106
H -1.1752 -5.2043 -4.9326 0.002 -0.007 0.003 0.017
H 4.3963 3.9973 5.5248 -0.025 -0.010 -0.008 0.041
H -1.7007 0.4896 3.0660 -0.055 -0.093 0.189 0.048
H -1.7780 -7.5569 -1.0804 -0.008 0.023 0.002 0.055
H -2.9966 -8.5170 -0.1813 -0.005 -0.001 -0.002 0.051
H -7.8664 -3.9243 3.9821 0.003 0.016 0.001 0.055
H 5.2435 4.4650 8.0656 0.024 -0.007 -0.005 0.052
H -1.3213 7.5912 0.9439 0.033 -0.019 -0.014 0.039
H -0.4947 -7.6262 -7.9576 -0.014 0.062 -0.037 0.044
H 5.2973 6.1617 7.5138 0.016 0.001 -0.008 0.053
H -2.0408 -6.8809 -7.4977 -0.020 -0.009 0.014 0.038
H 0.8371 -0.4778 1.9280 0.411 0.081 0.154 0.045
H 2.7182 3.2449 -4.3410 -0.015 0.024 0.006 0.038
H -3.3111 -2.5439 1.7622 0.082 -0.020 -0.013 0.031
H -1.0867 -5.3615 -3.1587 -0.121 0.056 0.011 0.033
H -0.3201 -3.9939 -9.9225 0.017 -0.007 0.014 0.063
H -1.5680 -10.1609 -10.6027 -0.016 0.016 -0.002 0.047
H -3.1085 -8.3650 -1.9528 -0.016 0.019 -0.004 0.048
H -3.7640 -0.2061 3.0629 -0.003 0.080 -0.037 0.053
H -0.9656 7.8732 -1.7276 -0.020 -0.015 0.010 0.100
H 0.8626 -0.4601 3.7104 0.158 0.142 0.006 0.028
H -1.8794 4.4701 3.3152 0.012 0.007 -0.018 0.048
H -0.1103 -2.4928 -2.4996 -0.005 0.008 -0.019 0.059



# 4
63
Properties=species:S:1:pos:R:3:forces:R:3:lowdin_charge:R:1 method="wB97M-V/def2-TZVPD" charge=+1 de_lowest_kcal_mol=0.00 gap_ev=6.926 energy_ev=-60787.0943
Sr 1.0214 0.3829 0.4834 1.504 -0.224 0.449 1.256
S 2.6454 5.0593 1.3944 -0.026 -0.139 0.419 0.553
S 0.9080 -2.3003 1.4094 -0.087 -0.695 0.293 0.567
N -1.1446 0.7703 1.2423 -0.993 0.099 0.304 -0.140
N -8.6150 1.8406 -3.5420 0.223 -0.038 0.084 0.166
N -0.0511 0.0010 -1.5775 -0.544 -0.215 -0.785 -0.139
N 2.3640 3.8177 4.5830 -0.078 0.309 -0.573 0.164
N 2.4595 0.3484 3.0413 -0.074 0.370 0.191 -0.014
N 3.3155 -3.2446 0.6900 -0.040 -0.085 -0.050 0.110
N 1.6204 -3.2909 -0.9138 0.121 -0.108 0.027 0.107
N 1.8292 2.6392 0.2281 0.337 0.727 -0.038 -0.117
C -2.2779 0.9290 0.4502 -0.167 0.011 -0.006 -0.256
C -7.5621 1.6542 -3.1178 -0.132 0.021 -0.058 -0.176
C -5.8318 0.1172 -2.3020 -0.075 -0.012 -0.025 -0.009
C -4.5701 -0.1067 -1.7786 0.026 -0.038 0.004 -0.011
C -2.9175 1.2634 2.5866 -0.001 0.024 0.098 -0.067
C -3.3841 1.2475 1.2927 0.014 -0.009 -0.069 -0.008
C -3.7175 0.9611 -1.5237 -0.020 0.066 0.004 -0.222
C -4.1333 2.2585 -1.8041 0.061 0.001 0.019 -0.006
C -1.5421 0.9603 2.4975 -0.143 0.010 -0.107 -0.184
C 2.4086 -3.8743 -1.8456 -0.169 0.000 -0.137 -0.255
C 2.2623 1.7723 3.2691 0.020 -0.087 0.166 -0.308
C -1.6051 0.1456 -3.2542 -0.019 0.013 0.057 -0.011
C 2.1585 3.6594 0.6911 0.006 0.072 -0.038 -0.953
C 0.5012 -0.3341 -2.7430 -0.078 0.025 0.049 -0.197
C -5.3905 2.4903 -2.3353 -0.041 0.045 -0.017 -0.008
C -2.3617 0.7223 -0.9369 0.162 -0.016 0.067 -0.029
C -0.4154 -0.2653 -3.8123 0.029 -0.049 -0.102 -0.073
C 5.5009 -4.1543 0.2672 0.032 0.033 0.031 -0.013
C 2.7001 2.3603 4.6126 0.020 -0.409 -0.189 -0.130
C 1.8122 -4.1320 -3.1886 -0.087 0.015 -0.003 0.011
C 3.6868 -4.1796 -1.4885 0.236 -0.025 0.067 0.035
C -1.3790 0.3111 -1.8568 -0.169 -0.021 -0.133 -0.260
C 2.0369 -2.9869 0.3612 0.269 -0.026 -0.195 -0.819
C -6.2458 1.4184 -2.5809 0.023 -0.012 0.013 -0.223
C 4.1139 -3.8417 -0.1886 -0.244 0.079 0.029 -0.286
H -2.5379 0.3245 -3.7677 0.073 -0.015 0.025 0.117
H 3.4361 0.0898 3.1071 0.010 -0.107 -0.062 0.094
H 2.1958 1.8948 5.4566 -0.024 0.075 0.079 0.133
H -3.4624 3.0859 -1.6042 -0.053 -0.016 -0.018 0.132
H 2.8185 2.2987 2.5019 -0.037 0.126 -0.125 0.068
H 5.9099 -3.3019 0.8086 0.003 -0.021 -0.029 0.089
H 1.0092 -4.8694 -3.1169 0.036 0.017 0.028 0.105
H 2.5651 -4.5056 -3.8770 0.002 -0.003 0.015 0.093
H -6.5026 -0.7096 -2.4960 0.027 0.019 0.012 0.124
H -0.8503 0.8476 3.3275 -0.022 0.029 -0.050 0.094
H 2.5387 4.2354 3.6159 0.102 -0.102 0.117 0.040
H -3.4779 1.4534 3.4902 0.038 -0.021 -0.084 0.098
H 5.4652 -4.9895 0.9708 -0.025 0.012 -0.036 0.100
H 1.1994 2.0005 3.1263 0.058 0.070 -0.082 0.103
H 6.1543 -4.4228 -0.5612 -0.030 0.020 0.035 0.084
H -4.2424 -1.1159 -1.5595 -0.025 0.029 -0.008 0.131
H 1.3806 -3.2153 -3.5974 0.010 -0.015 0.023 0.084
H -5.7158 3.4982 -2.5587 0.011 -0.036 0.012 0.125
H 4.3558 -4.6518 -2.1943 -0.041 0.026 0.047 0.127
H 3.7746 2.2590 4.7441 0.046 0.091 0.037 0.135
H 1.9341 -0.2370 3.6805 0.012 -0.074 -0.042 0.075
H 1.5524 -0.6016 -2.7981 -0.035 0.028 -0.030 0.102
H 1.3704 3.9688 4.7470 -0.110 0.007 0.080 0.167
H -0.2139 -0.4762 -4.8526 -0.007 0.029 0.093 0.098
H -4.3966 1.4268 0.9625 0.072 -0.031 0.041 0.118
H 2.8806 4.3588 5.2705 0.082 0.076 0.081 0.166
H 0.6588 -3.0654 -1.1357 -0.068 0.072 -0.002 0.142



no.,HOMO energy (eV)
1,-3.4
2,-9.9
3,-7.9
4,-9.8